[1]
# C2H12N2O3

A cluster of 4 separate species, C2H12N2O3 in total at a distorted geometry (the ωB97M-V functional and the def2-TZVPD basis, the Open Molecules 2025 dataset).

Values from the calculation:
Kohn-Sham gap (alpha / beta) = 0.3320 / 0.2128 hartree
Total charge = +1
HOMO (alpha / beta) = -13.50 / -13.50 eV
Multiplicity = 2
<S²> = 0.758

Bonds (Å) are listed after each position.
Atoms and positions in Å:
1 C -0.462 1.129 -2.451  N4 1.444, H5 1.090, H6 1.088, H7 1.096
2 N -1.652 -1.978 -1.371  C3 1.310, H8 1.017, H9 1.012
3 C -1.696 -0.885 -2.092  N2 1.310, N4 1.312, H10 1.088
4 N -1.206 0.229 -1.602  C1 1.444, C3 1.312
5 H -0.199 2.004 -1.858  C1 1.090
6 H -1.042 1.438 -3.319  C1 1.088
7 H 0.438 0.612 -2.804  C1 1.096
8 H -1.066 -1.956 -0.540  N2 1.017
9 H -1.815 -2.882 -1.794  N2 1.012
10 H -1.963 -1.026 -3.137  C3 1.088
11 H 0.332 -1.648 1.115  O13 0.964
12 H -0.966 -1.376 1.864  O13 0.967
13 O -0.154 -0.946 1.562  H11 0.964, H12 0.967
14 H 3.328 1.332 2.382  O16 0.963
15 H 4.229 0.100 2.494  O16 0.962
16 O 3.638 0.563 1.893  H14 0.963, H15 0.962
17 H 0.353 2.366 3.675  O19 0.965
18 H -0.129 1.443 2.517  O19 0.961
19 O 0.033 1.480 3.464  H17 0.965, H18 0.961

---

[2]
# C2H12N2O4

A cluster of 4 separate species, C2H12N2O4 in total at a distorted geometry (the ωB97M-V functional and the def2-TZVPD basis, the Open Molecules 2025 dataset).

Values from the calculation:
Kohn-Sham gap = 0.3864 hartree
HOMO = -10.05 eV
Structure (SMILES) = CNC(N)=O.O.O.O

Bonds (Å) are listed after each position.
Atoms and positions in Å:
1 C 0.474 -2.505 3.300  N2 1.585, H6 1.050, H7 1.117, H8 1.169
2 N 0.692 -2.575 1.732  C1 1.585, C3 1.462, H9 1.021
3 C 0.937 -1.264 1.134  N2 1.462, N4 1.337, O5 1.223
4 N 1.255 -1.042 -0.146  C3 1.337, H10 0.998, H11 1.028
5 O 0.842 -0.289 1.865  C3 1.223
6 H -0.004 -1.577 3.412  C1 1.050
7 H 1.541 -2.459 3.629  C1 1.117
8 H 0.025 -3.543 3.597  C1 1.169
9 H 0.033 -3.147 1.203  N2 1.021
10 H 1.234 -1.792 -0.804  N4 0.998
11 H 2.021 -0.369 -0.277  N4 1.028
12 O -0.415 1.748 0.830  H13 0.925, H14 1.010
13 H 0.324 1.321 1.185  O12 0.925
14 H -1.130 1.396 1.450  O12 1.010
15 O -2.467 2.373 -5.667  H16 0.934, H17 1.011
16 H -1.581 2.641 -5.540  O15 0.934
17 H -2.262 1.387 -5.578  O15 1.011
18 O -0.624 2.335 -1.736  H19 0.865, H20 0.942
19 H -0.391 3.035 -1.282  O18 0.865
20 H -0.607 1.705 -1.035  O18 0.942

---

[3]
# C2H12N3O2

A cluster of 3 separate species, C2H12N3O2 in total at a distorted geometry (the ωB97M-V functional and the def2-TZVPD basis, the Open Molecules 2025 dataset).

Values from the calculation:
Kohn-Sham gap = 0.4298 hartree
Total charge = +1
HOMO = -14.47 eV

Bonds (Å) are listed after each position.
Atoms and positions in Å:
1 C -0.261 -2.028 0.469  N2 1.500, H6 1.082, H7 1.077, H8 1.090
2 N 0.377 -0.711 0.141  C1 1.500, C3 1.311, H9 1.013
3 C 0.698 -0.402 -1.092  N2 1.311, N4 1.349, N5 1.340
4 N 0.753 0.907 -1.409  C3 1.349, H10 1.020, H11 0.991
5 N 0.632 -1.280 -2.101  C3 1.340, H12 1.008, H13 1.014
6 H -0.818 -1.876 1.384  C1 1.082
7 H 0.524 -2.765 0.473  C1 1.077
8 H -1.033 -2.168 -0.288  C1 1.090
9 H 0.281 0.005 0.850  N2 1.013
10 H 0.755 1.539 -0.609  N4 1.020
11 H 1.295 1.223 -2.176  N4 0.991
12 H 0.541 -0.911 -3.034  N5 1.008
13 H 0.938 -2.244 -2.026  N5 1.014
14 H -2.529 0.253 2.218  O16 0.970
15 H -2.220 1.337 1.336  O16 0.961
16 O -1.752 0.770 1.955  H14 0.970, H15 0.961
17 H 0.578 3.470 0.963  O19 0.988
18 H 0.454 2.373 1.913  O19 0.950
19 O 0.787 2.507 1.034  H17 0.988, H18 0.950

---

Ordered electronic energy results: -11382.20092; -13438.03826; -10828.86134; unit eV.
Ordered ΔE to the lowest compared entry with this formula, charge and spin results: 152.4; 229.5; 28.1; unit kJ/mol.